[1]
C26H30FeN as an isolated structure, computed with ωB97M-V/def2-TZVPD.

Element x y z (Å)
Fe: -2.112 -0.604 -2.749
N: 2.148 -0.928 2.248
C: -1.338 -2.037 2.543
C: 0.835 4.643 -0.009
C: 1.715 3.791 -0.682
C: -1.490 -0.569 2.143
C: -1.702 -2.031 -4.097
C: -0.751 2.834 0.112
C: -1.228 0.272 -4.276
C: -0.643 -1.036 -4.021
C: -1.718 -1.416 -1.009
C: -0.126 0.433 -0.118
C: 2.769 0.325 1.881
C: -2.527 0.761 -1.421
C: 0.168 -2.309 2.735
C: -2.944 -1.345 -4.416
C: -3.629 -0.178 -1.553
C: -3.139 -1.507 -1.304
C: 1.384 2.450 -0.897
C: 4.418 -1.282 2.792
C: -0.097 -0.109 1.651
C: 4.270 0.096 2.114
C: 3.025 -1.881 2.887
C: 0.199 1.900 -0.342
C: 0.811 -1.079 2.150
C: -0.415 4.164 0.373
C: -1.361 0.005 -0.921
C: -2.657 0.079 -4.520
H: -4.671 0.084 -1.718
H: 0.718 -0.191 -0.592
H: -3.757 -2.407 -1.277
H: -2.247 -0.444 1.353
H: 0.377 -2.526 3.803
H: -1.830 -0.021 3.034
H: 0.139 1.016 1.959
H: 4.844 -1.156 3.789
H: -1.890 -2.294 3.458
H: 2.083 1.846 -1.463
H: 4.802 0.120 1.154
H: 4.658 0.896 2.757
H: -2.586 1.846 -1.576
H: -1.104 4.772 0.961
H: -1.734 2.477 0.388
H: 2.999 -2.888 2.426
H: -3.897 -1.819 -4.659
H: -0.991 -2.205 -0.762
H: 2.700 4.189 -0.948
H: 1.153 5.643 0.283
H: -1.708 -2.667 1.726
H: -1.565 -3.112 -4.046
H: 2.768 -2.041 3.953
H: 0.417 -1.237 -3.866
H: 2.554 0.620 0.841
H: -3.353 0.846 -4.853
H: 5.087 -1.913 2.201
H: 0.442 -3.240 2.222
H: -0.684 1.214 -4.362
H: 2.413 1.150 2.519

spin multiplicity = 5
frontier orbital gap (alpha / beta) = 0.132 / 0.195 Eh
net charge = -1
HOMO energy (alpha / beta) = -0.0318 / -0.0957 Eh
lowest unoccupied orbital energy (alpha / beta) = 2.73 / 2.71 eV

***

[2]
One molecule with the formula C26H30N6O2, computed with ωB97M-V/def2-TZVPD.

Element x y z (Å)
O: 1.205 -1.993 0.264
O: 0.176 2.959 4.564
N: -1.601 0.797 -3.464
N: 0.171 0.418 -1.177
N: -1.456 0.053 -5.467
N: 0.762 -1.608 2.435
N: -2.187 0.683 -4.650
N: -0.325 -0.277 -4.831
C: -1.912 0.129 4.222
C: 0.728 -1.061 -5.425
C: 0.415 -1.274 4.794
C: 0.487 -1.459 1.091
C: 1.153 1.742 1.228
C: -1.155 -0.389 3.165
C: -0.927 2.905 1.122
C: 1.231 1.978 2.589
C: 0.217 2.682 3.229
C: -1.512 -0.048 5.523
C: -0.857 3.155 2.476
C: -0.341 -0.753 5.826
C: 0.022 -1.099 3.466
C: 1.233 2.509 5.373
C: -0.199 -2.908 -6.679
C: 0.681 -2.113 -7.638
C: -0.698 -0.658 0.797
C: 0.848 -0.764 -6.933
C: -0.013 1.847 -0.984
C: 0.596 0.033 -2.495
C: -0.935 -0.376 -0.659
C: -0.437 0.196 -3.563
C: -1.485 -0.195 1.791
C: 0.068 -0.937 7.255
C: 0.401 -2.563 -5.320
C: 0.072 2.185 0.480
H: -1.226 -2.545 -6.733
H: -0.972 2.193 -1.400
H: 1.592 -2.145 2.655
H: -2.373 0.376 1.559
H: 0.794 2.361 -1.516
H: -2.810 0.682 3.995
H: 1.315 1.417 5.355
H: 2.081 1.607 3.140
H: 0.236 -2.004 -8.625
H: -2.099 0.364 6.330
H: 0.039 -0.094 -7.223
H: 1.797 -0.288 -7.174
H: -1.632 3.708 2.983
H: 1.071 -1.351 7.327
H: 0.907 -1.017 -2.450
H: -0.190 -3.978 -6.880
H: 1.645 -0.815 -4.882
H: 1.648 -2.606 -7.747
H: 1.934 1.181 0.737
H: -1.901 0.125 -0.807
H: 1.478 0.628 -2.765
H: 0.990 2.835 6.383
H: -0.951 -1.331 -1.191
H: 1.323 -3.124 -5.161
H: 0.040 0.014 7.785
H: -0.622 -1.615 7.755
H: 2.188 2.953 5.072
H: -1.772 3.268 0.555
H: 1.323 -1.822 5.007
H: -0.275 -2.774 -4.491

frontier orbital gap = 0.304 Eh
energy relative to the best compared isomer or geometry (same formula, charge and spin) = 19.6 kJ/mol
net charge = 0
structure (SMILES) = COc1ccc(CN(Cc2cc3ccc(C)cc3[nH]c2=O)Cc2nnnn2C2CCCC2)cc1
HOMO energy = -0.2867 Eh
lowest unoccupied orbital energy = 0.47 eV

***

[3]
C26H30O4PPt as an isolated structure, computed with ωB97M-V/def2-TZVPD.

Element x y z (Å)
Pt: 0.190 0.815 -1.464
P: -1.842 1.329 -3.217
O: 0.425 0.621 0.500
O: -2.841 -4.095 -2.272
O: 2.131 0.089 -1.556
O: -1.546 -2.244 -1.749
C: -1.404 2.837 -0.915
C: -3.122 1.076 -4.174
C: 2.522 -1.327 -1.790
C: 1.303 0.071 4.657
C: 0.911 -1.258 6.745
C: -0.219 -1.809 4.567
C: 2.321 0.911 -4.983
C: -1.693 3.178 0.396
C: 1.891 -2.216 -0.760
C: 0.198 -0.486 2.586
C: 1.979 2.107 -4.358
C: -1.879 1.597 -1.452
C: -2.510 2.352 1.150
C: -0.469 -1.582 3.237
C: 0.245 -0.111 -4.336
C: -1.408 -2.507 2.507
C: -0.135 1.107 -3.689
C: -0.077 -0.306 1.232
C: -2.732 0.770 -0.648
C: 1.834 1.510 2.716
C: 0.745 2.228 -3.742
C: 1.460 -0.196 -4.968
C: 1.105 0.351 3.327
C: -3.030 1.151 0.631
C: 0.653 -0.995 5.301
C: -2.198 -3.185 -2.007
H: -0.906 -3.027 1.688
H: 3.266 0.839 -5.507
H: 0.443 3.190 -3.348
H: -0.762 -1.004 0.754
H: 1.981 -1.419 6.909
H: -0.431 -0.958 -4.324
H: -2.985 0.821 -5.220
H: 1.989 0.682 5.229
H: -4.132 1.144 -3.782
H: 2.244 -3.234 -0.931
H: -3.682 0.539 1.240
H: 2.498 1.961 3.449
H: 1.133 2.273 2.373
H: -2.274 -1.980 2.102
H: 0.356 -2.115 7.118
H: 0.804 -2.228 -0.855
H: 2.181 -1.926 0.249
H: -3.125 -0.151 -1.059
H: -2.770 2.644 2.161
H: -0.861 3.538 -1.535
H: 2.425 1.209 1.850
H: 3.609 -1.332 -1.720
H: -1.319 4.106 0.806
H: 2.740 0.669 -2.034
H: 1.746 -1.111 -5.471
H: 2.220 -1.589 -2.803
H: 0.648 -0.374 7.335
H: 2.647 2.957 -4.400
H: -0.708 -2.634 5.069
H: -1.782 -3.269 3.187

frontier orbital gap = 0.216 Eh
energy relative to the best compared isomer or geometry (same formula, charge and spin) = 0.0 kJ/mol
net charge = +3
HOMO energy = -0.6186 Eh
lowest unoccupied orbital energy = -10.96 eV

***

[4]
C26H31BN6NiPS2 as an isolated structure, computed with ωB97M-V/def2-TZVPD.

Element x y z (Å)
Ni: 0.747 -0.615 0.250
S: -1.132 -2.099 0.064
S: -0.281 1.485 0.241
P: 1.175 -0.471 -2.067
N: -0.627 2.507 2.726
N: 0.816 -0.885 2.395
N: -3.186 -0.251 0.087
N: -3.094 -1.479 -1.711
N: -2.251 1.166 2.166
N: 2.875 -0.270 0.803
C: -0.889 -0.893 -5.587
C: 3.940 -0.217 0.001
C: -1.084 1.675 1.756
C: -1.136 0.534 -3.219
C: 0.756 -0.225 5.085
C: -0.323 -0.848 4.489
C: -4.209 0.137 -0.754
C: 2.215 -1.881 -2.586
C: 1.886 0.030 4.322
C: 4.357 -0.084 2.667
C: -2.540 1.701 3.401
C: -2.763 -2.553 -2.627
C: -1.893 0.053 -5.451
C: -0.256 -1.151 3.138
C: -2.496 -1.229 -0.528
C: -4.165 -0.629 -1.863
C: 0.584 3.303 2.664
C: 3.084 -0.202 2.126
C: -2.019 0.761 -4.263
C: 2.118 1.039 -2.550
C: 5.238 -0.090 0.458
C: -1.538 2.534 3.755
C: 1.887 -0.338 2.987
C: -0.002 -1.123 -4.544
C: -0.112 -0.404 -3.356
C: 5.451 -0.021 1.823
B: -3.248 0.060 1.612
H: -4.350 0.492 1.830
H: 0.728 0.053 6.130
H: 3.752 -0.274 -1.060
H: -1.398 3.145 4.627
H: -2.804 1.496 -4.149
H: -1.244 1.088 -2.295
H: -3.442 1.438 3.921
H: 1.314 2.788 2.044
H: 0.781 -1.855 -4.678
H: -4.907 0.899 -0.464
H: 0.972 3.427 3.673
H: 6.055 -0.052 -0.247
H: 2.670 -1.714 -3.562
H: 2.684 1.459 -1.722
H: 3.001 -2.055 -1.854
H: -3.468 -3.375 -2.506
H: -2.803 -2.181 -3.648
H: -2.576 0.239 -6.269
H: 1.391 1.787 -2.865
H: 2.749 0.509 4.760
H: 2.782 0.827 -3.389
H: 6.450 0.065 2.226
H: 1.597 -2.779 -2.620
H: 0.383 4.281 2.229
H: -0.786 -1.450 -6.509
H: -3.047 -0.959 2.218
H: -4.797 -0.655 -2.731
H: 4.493 -0.072 3.738
H: -1.219 -1.084 5.044
H: -1.085 -1.605 2.619
H: -1.761 -2.907 -2.401

spin multiplicity = 3
frontier orbital gap (alpha / beta) = 0.258 / 0.262 Eh
energy relative to the best compared isomer or geometry (same formula, charge and spin) = 0.0 kJ/mol
net charge = +1
HOMO energy (alpha / beta) = -0.3702 / -0.3839 Eh
lowest unoccupied orbital energy (alpha / beta) = -3.05 / -3.32 eV

***

Number 1: strongest force on any atom 4.67 eV/A. Number 2: strongest force on any atom 1.68 eV/A. Number 3: strongest force on any atom 0.16 eV/A. Number 4: strongest force on any atom 0.47 eV/A.